{
  "formula": "C3H7NO2",
  "method": "the ωB97M-V functional and the def2-TZVPD basis",
  "total_charge": 0,
  "orbital_gap_ev": 8.39,
  "e_tot_ev": -8806.0600,
  "symbols": ["C", "N", "O", "O", "H", "H", "H", "C", "C", "H", "H", "H", "H"],
  "xyz": [[1.0687, 0.5138, -0.3183], [0.7924, 1.3286, 0.7250], [2.0427, -0.3903, -0.1580], [0.7972, 0.9167, -1.5258], [2.1411, -0.6531, 0.7675], [0.0653, 2.0054, 0.5505], [0.8923, 1.0056, 1.6745], [-0.7540, -0.9359, -0.5931], [-1.8093, -0.7180, 0.1947], [-1.9833, 0.2593, 0.6490], [-0.6151, -1.9518, -0.9740], [-0.0954, 0.0989, -1.4535], [-2.5427, -1.4791, 0.4615]]
}

---

{
  "formula": "C3H7NO2",
  "method": "the ωB97M-V functional and the def2-TZVPD basis",
  "total_charge": 0,
  "orbital_gap_ev": 10.58,
  "smiles": "[H]/N=C/OCCO",
  "e_tot_ev": -8808.5015,
  "symbols": ["H", "N", "C", "O", "C", "C", "O", "H", "H", "H", "H", "H", "H"],
  "xyz": [[-2.3120, 0.2096, -1.5434], [-1.4464, 0.1864, -1.0288], [-1.4624, 0.9446, -0.0089], [-0.4271, 1.0886, 0.8242], [0.9287, 0.4158, 0.7103], [1.0803, -1.0464, 0.2102], [0.8064, -1.0682, -1.1601], [-2.3721, 1.5180, 0.2629], [1.2125, 0.5621, 1.7456], [1.5309, 1.0355, 0.0329], [0.4435, -1.7256, 0.8044], [2.1295, -1.4155, 0.3782], [-0.1119, -0.7051, -1.2276]]
}

---

{
  "formula": "C3H7NO2",
  "method": "the ωB97M-V functional and the def2-TZVPD basis",
  "total_charge": 0,
  "orbital_gap_ev": 10.62,
  "smiles": "CNC(=O)OC",
  "e_tot_ev": -8809.5392,
  "symbols": ["C", "N", "C", "O", "O", "C", "H", "H", "H", "H", "H", "H", "H"],
  "xyz": [[0.6475, -1.5859, -1.2351], [-0.2652, -1.3704, -0.1062], [-0.0843, -0.1608, 0.5879], [0.4884, -0.0571, 1.6520], [-0.6792, 0.8618, -0.0465], [-0.6531, 2.1057, 0.6621], [0.4007, -2.5289, -1.7340], [1.6947, -1.6322, -0.8958], [0.5384, -0.7812, -1.9669], [-0.1257, -2.1040, 0.5805], [-0.6136, 1.9229, 1.7374], [-1.5699, 2.6348, 0.3951], [0.2212, 2.6953, 0.3696]]
}

---

{
  "formula": "C3H7NO2",
  "method": "the ωB97M-V functional and the def2-TZVPD basis",
  "total_charge": 0,
  "orbital_gap_ev": 10.80,
  "smiles": "N[C@@]1(O)CCO1",
  "e_tot_ev": -8808.5772,
  "symbols": ["N", "C", "O", "C", "C", "O", "H", "H", "H", "H", "H", "H", "H"],
  "xyz": [[1.2149, -1.0531, -0.9218], [0.5694, -0.0194, -0.2586], [1.2818, 1.1508, -0.4355], [-0.9498, 0.0182, -0.4158], [-1.0314, 0.4029, 1.0540], [0.3420, 0.0579, 1.2865], [0.7696, -1.9550, -0.9820], [2.2242, -1.0485, -0.9366], [1.2106, 1.4504, 0.4899], [-1.3431, -0.9862, -0.5963], [-1.3168, 0.7144, -1.1694], [-1.2675, 1.4662, 1.2170], [-1.7041, -0.1987, 1.6684]]
}

---

{
  "formula": "C3H7NO2",
  "method": "the ωB97M-V functional and the def2-TZVPD basis",
  "total_charge": 0,
  "orbital_gap_ev": 10.79,
  "smiles": "N=C=O.CCO",
  "e_tot_ev": -8807.6502,
  "symbols": ["N", "C", "O", "H", "C", "C", "O", "H", "H", "H", "H", "H", "H"],
  "xyz": [[-0.5489, -0.3814, -2.0337], [0.5550, -0.5043, -1.4759], [1.6590, -0.6473, -1.1256], [-0.5007, -0.6198, -3.0094], [0.7222, 0.5050, 1.2428], [-0.4750, -0.2696, 0.6511], [-1.6367, 0.5345, 0.6595], [1.5827, -0.1267, 1.4896], [0.3402, 0.9329, 2.1791], [1.0899, 1.3391, 0.6308], [-0.6191, -1.1683, 1.2450], [-0.6275, -0.7248, -0.3543], [-1.5411, 1.1306, -0.0989]]
}

---

{
  "formula": "C3H7NO2",
  "method": "the ωB97M-V functional and the def2-TZVPD basis",
  "total_charge": 0,
  "orbital_gap_ev": 11.30,
  "smiles": "[H]/N=C(/O)CCO",
  "e_tot_ev": -8809.2274,
  "symbols": ["H", "N", "C", "O", "C", "C", "O", "H", "H", "H", "H", "H", "H"],
  "xyz": [[-0.0599, 0.5952, -1.9026], [0.6348, -0.1078, -1.7060], [0.5183, -0.7992, -0.6393], [1.4379, -1.7713, -0.5621], [-0.4488, -0.6769, 0.5183], [-0.9678, 0.7557, 0.6117], [0.0682, 1.6782, 0.8585], [1.8477, -1.5657, -1.4339], [0.0499, -0.9583, 1.4538], [-1.2801, -1.3801, 0.3744], [-1.5168, 1.0005, -0.3125], [-1.6732, 0.8560, 1.4407], [0.7109, 1.5944, 0.1396]]
}

---

{
  "formula": "C3H7NO2",
  "method": "the ωB97M-V functional and the def2-TZVPD basis",
  "total_charge": 0,
  "orbital_gap_ev": 9.35,
  "e_tot_ev": -8807.3372,
  "symbols": ["C", "C", "O", "C", "O", "N", "H", "H", "H", "H", "H", "H", "H"],
  "xyz": [[0.2140, 1.3206, 1.3905], [-0.6544, 1.3168, 0.3672], [-0.4569, 1.8662, -0.8463], [-0.1326, -1.1659, -0.5199], [0.8766, -1.3469, 0.3313], [-0.1777, -2.1782, -1.3796], [-0.0966, 0.9572, 2.3638], [1.1897, 1.7950, 1.3080], [0.8514, -0.5446, 0.9010], [-1.6428, 0.8813, 0.4405], [0.4468, 2.2057, -0.8876], [-0.8808, -2.1410, -2.0977], [0.4633, -2.9662, -1.3711]]
}

---

{
  "formula": "C3H7NO2",
  "method": "the ωB97M-V functional and the def2-TZVPD basis",
  "total_charge": 0,
  "orbital_gap_ev": 10.72,
  "smiles": "C[C@]1(NO)CO1",
  "e_tot_ev": -8806.6256,
  "symbols": ["C", "C", "N", "O", "C", "O", "H", "H", "H", "H", "H", "H", "H"],
  "xyz": [[-0.3139, -1.2520, -0.7842], [-0.2027, -0.0694, 0.0964], [-0.1150, 1.1632, -0.6012], [1.2192, 1.5219, -0.7743], [0.1020, -0.1153, 1.5195], [-1.2426, 0.1101, 1.1250], [-1.0893, -1.0988, -1.5361], [0.6227, -1.4130, -1.3092], [-0.5353, -2.1255, -0.1855], [-0.4565, 1.7902, 0.1372], [1.1239, 1.8416, -1.6745], [0.5982, 0.7220, 1.9979], [0.2893, -1.0752, 1.9891]]
}

---

{
  "formula": "C3H7NO2",
  "method": "the ωB97M-V functional and the def2-TZVPD basis",
  "total_charge": 0,
  "orbital_gap_ev": 11.05,
  "smiles": "[H]/N=C/O.CC=O",
  "e_tot_ev": -8809.1047,
  "symbols": ["H", "N", "C", "O", "H", "H", "C", "C", "O", "H", "H", "H", "H"],
  "xyz": [[2.1260, 1.0707, -1.3604], [1.5365, 0.6490, -0.6485], [2.2387, 0.2767, 0.3435], [1.7416, -0.2965, 1.4299], [3.3246, 0.3787, 0.4269], [0.7616, -0.3717, 1.3461], [-1.6420, 0.1741, -0.7211], [-1.7243, -0.8118, 0.4008], [-0.9423, -0.8634, 1.3306], [-2.2583, -0.1342, -1.5692], [-2.0075, 1.1434, -0.3586], [-0.5912, 0.3188, -1.0025], [-2.5634, -1.5337, 0.3826]]
}

---

{
  "formula": "C3H7NO2",
  "method": "the ωB97M-V functional and the def2-TZVPD basis",
  "total_charge": 0,
  "orbital_gap_ev": 9.82,
  "smiles": "C/C=[N+](/[O-])OC",
  "e_tot_ev": -8804.9178,
  "symbols": ["C", "C", "N", "O", "O", "C", "H", "H", "H", "H", "H", "H", "H"],
  "xyz": [[1.9210, -0.1181, 0.0132], [0.8691, -1.1894, -0.0171], [-0.4000, -1.0174, -0.0237], [-1.3090, -1.8132, -0.0305], [-0.8153, 0.3736, -0.1552], [-2.1355, 0.6489, 0.1060], [2.7855, -0.2285, -0.7688], [1.4297, 0.9585, -0.0744], [2.5529, -0.2472, 0.9472], [1.0564, -2.2793, -0.1395], [-2.5325, 1.4567, -0.6244], [-2.4348, 0.7677, 1.2441], [-2.6584, -0.1867, -0.3513]]
}

---

{
  "formula": "C3H7NO2",
  "method": "the ωB97M-V functional and the def2-TZVPD basis",
  "total_charge": 0,
  "orbital_gap_ev": 10.23,
  "smiles": "O=CNCCO",
  "e_tot_ev": -8807.6056,
  "symbols": ["O", "C", "N", "C", "C", "O", "H", "H", "H", "H", "H", "H", "H"],
  "xyz": [[0.8814, -2.2647, -0.5242], [0.3928, -1.4712, 0.2226], [-0.8968, -0.8680, 0.1549], [-0.9770, 0.4057, -0.5664], [0.2940, 1.2018, -0.2174], [1.3802, 0.2967, -0.1499], [0.8921, -1.2496, 1.3275], [-1.1858, -0.7429, 1.1172], [-1.0516, 0.2189, -1.6419], [-1.8895, 0.9361, -0.2575], [0.5378, 1.9490, -0.9774], [0.1862, 1.7013, 0.7511], [1.4362, -0.1131, 0.7615]]
}

---

{
  "formula": "C3H7NO2",
  "method": "the ωB97M-V functional and the def2-TZVPD basis",
  "total_charge": 0,
  "orbital_gap_ev": 10.16,
  "smiles": "O=CCNCO",
  "e_tot_ev": -8807.4102,
  "symbols": ["O", "C", "C", "N", "C", "O", "H", "H", "H", "H", "H", "H", "H"],
  "xyz": [[-1.1374, -2.2810, 0.2897], [-0.8371, -1.3106, 1.0704], [0.4814, -0.4917, 0.6904], [0.2989, 0.8788, 0.5327], [-0.1268, 1.3336, -0.7294], [1.0606, 1.4190, -1.5617], [-1.3635, -0.9565, 2.0550], [1.0851, -0.6763, 1.5152], [0.7915, -1.0605, -0.1602], [1.3195, 1.1663, 0.5993], [-0.7035, 2.2904, -0.5222], [-0.6682, 0.5213, -1.1530], [0.9566, 2.2722, -2.0750]]
}

---

Sequential energy relative to the best compared isomer or geometry (same formula, charge and spin) output: 103.1 46.8 22.8 45.0 66.4 30.0 73.6 90.0 32.8 129.4 67.4 71.9 kcal per mole